Record 1
The following is a quantum chemistry calculation of 3 unconnected molecules or ions with the total composition C15H29FO8Si in a non-equilibrium geometry, from the Open Molecules 2025 dataset.

Output
Structure (SMILES)   CC[C@@H](F)[Si@@H](O)CCCOC.C[C@@H]1COC(=O)O1.C[C@@H]1COC(=O)O1

Each line ends with the Mulliken charge.
Geometry (Å):
C: 8.639 1.649 0.688  -1.32
C: 7.152 1.194 0.439  -0.31
C: 7.084 0.008 -0.546  0.25
F: 7.773 -1.111 -0.081  -0.35
Si: 5.334 -0.548 -1.069  0.23
O: 5.519 -2.134 -1.730  -0.56
C: 4.073 -0.704 0.340  -0.61
C: 3.859 0.588 1.207  -0.40
C: 2.344 0.997 1.307  -1.02
O: 1.746 1.262 0.052  -0.15
C: 2.314 2.391 -0.586  -0.74
H: 9.110 0.955 1.405  0.30
H: 8.699 2.672 1.095  0.39
H: 9.210 1.580 -0.257  0.33
H: 6.621 2.097 0.070  0.28
H: 6.710 0.963 1.426  0.27
H: 7.606 0.343 -1.472  0.26
H: 4.768 0.260 -2.172  -0.10
H: 4.936 -2.709 -1.236  0.30
H: 3.091 -0.916 -0.147  0.34
H: 4.275 -1.587 0.981  0.46
H: 4.391 1.481 0.846  0.23
H: 4.140 0.326 2.248  0.38
H: 2.325 1.901 1.962  0.39
H: 1.748 0.222 1.824  0.36
H: 3.368 2.202 -0.887  0.14
H: 1.756 2.594 -1.514  0.23
H: 2.288 3.291 0.066  0.39
C: -1.129 0.284 -0.495  -1.27
C: -2.291 0.489 0.453  0.59
C: -3.318 -0.611 0.411  -0.52
O: -4.523 0.078 0.760  -0.31
C: -4.359 1.376 0.397  0.65
O: -5.237 2.175 0.362  -0.56
O: -3.068 1.634 0.076  -0.33
H: -1.440 0.434 -1.531  0.39
H: -0.343 1.012 -0.293  0.16
H: -0.703 -0.715 -0.391  0.34
H: -1.923 0.648 1.472  0.22
H: -3.108 -1.403 1.129  0.37
H: -3.441 -1.053 -0.581  0.31
C: -9.681 -1.213 -0.125  -1.43
C: -8.253 -1.685 0.037  0.53
C: -7.334 -1.239 -1.067  -0.36
O: -6.367 -2.292 -1.109  -0.33
C: -6.974 -3.412 -0.637  0.61
O: -6.519 -4.505 -0.718  -0.54
O: -8.167 -3.113 -0.064  -0.35
H: -10.179 -1.749 -0.934  0.36
H: -10.252 -1.414 0.783  0.35
H: -9.724 -0.142 -0.325  0.37
H: -7.866 -1.388 1.017  0.22
H: -6.855 -0.286 -0.846  0.24
H: -7.825 -1.175 -2.042  0.29

Record 2
The following is a quantum chemistry calculation of a molecular structure, C3H3I3O in a non-equilibrium geometry, from the Open Molecules 2025 dataset.

Output
Energy relative to the best compared isomer or geometry (same formula, charge and spin)   105.87 kJ/mol

Each line ends with the Mulliken charge.
Geometry (Å):
C: -0.175 -0.608 1.069  0.83
C: -0.020 -0.680 2.344  -0.91
C: -2.326 -2.827 -1.767  -0.80
O: -0.224 -0.302 -0.050  -0.36
I: -0.949 -4.109 -0.693  0.16
I: -4.362 -3.014 -1.187  0.17
I: -2.009 -3.132 -4.001  0.09
H: -2.084 -1.730 -1.731  0.38
H: 0.580 -1.562 2.831  0.17
H: -0.453 -0.118 3.185  0.26

Record 3
The following is a quantum chemistry calculation of a molecular structure, C4H5Br2Cl in a non-equilibrium geometry, from the Open Molecules 2025 dataset.

Output
Energy relative to the best compared isomer or geometry (same formula, charge and spin)   50.70 kJ/mol

Each line ends with the Mulliken charge.
Geometry (Å):
C: -0.739 0.315 1.074  -0.79
C: 0.018 -0.682 0.200  -0.33
C: 0.662 0.041 1.625  0.25
C: 0.652 -0.223 -1.138  -0.37
Cl: -0.649 0.458 -2.196  -0.20
Br: 0.960 -1.057 3.077  -0.07
Br: 2.054 1.336 1.431  -0.13
H: -0.999 1.226 0.651  0.26
H: -1.445 -0.011 1.687  0.36
H: -0.120 -1.685 0.218  0.45
H: 1.051 -1.125 -1.425  0.37
H: 1.475 0.517 -0.937  0.19

In eV, the frontier orbital gap values for the records above are, in order, 10.695, 8.260, 9.941.